1.
Here is C48H53CuN4O2PSTe as an isolated structure from the Open Molecules 2025 dataset. Energies are from the ωB97M-V functional and the def2-TZVPD basis.

Output
calculated total energy = -132749.8168 eV
multiplicity = 1
HOMO = -4.398 eV
charge = -1

The geometry in XYZ format:
```
111
Properties=species:S:1:pos:R:3:mulliken_charge:R:1
Cu 0.17021 2.07328 -1.14379 -1.8585
C 6.92928 3.54440 -2.09510 -0.4613
C 5.76049 4.24785 -1.82686 -0.6489
C 4.57445 3.56343 -1.61396 -0.5637
C 4.53040 2.16646 -1.64958 0.3081
C 5.70526 1.47334 -1.92617 -0.1674
C 6.89647 2.15868 -2.14475 -0.7199
P 2.86709 1.42380 -1.31659 1.0552
C 3.19223 -0.35404 -1.59517 0.1343
C 3.50148 -0.75504 -2.89667 -0.5994
C 3.68035 -2.09695 -3.20104 -0.7100
C 3.52215 -3.05805 -2.21054 -0.6424
C 3.19931 -2.66909 -0.91970 -0.1622
C 3.03955 -1.32414 -0.61148 -0.3176
C 2.89858 1.56040 0.53650 0.0894
C 4.06939 1.32082 1.20967 0.1715
C 4.18310 1.51407 2.60175 -1.2077
C 3.10976 1.95762 3.31403 -0.6748
C 1.86745 2.19091 2.67990 1.3092
C 0.74430 2.61562 3.43759 -0.7754
C -0.46169 2.81895 2.83958 -1.0956
C -0.60968 2.60338 1.44941 0.1076
C 0.46226 2.21501 0.70828 0.6474
C 1.74434 1.98706 1.27508 -0.0416
H 7.85910 4.07491 -2.25987 0.3563
H 5.77365 5.33027 -1.78355 0.4075
H 3.65985 4.11332 -1.41161 0.4176
H 5.70049 0.39111 -1.96199 0.2945
H 7.80561 1.60281 -2.34259 0.3960
H 3.59640 -0.00658 -3.67782 0.4340
H 3.93382 -2.39279 -4.21188 0.3866
H 3.62191 -4.10941 -2.45231 0.3675
H 3.04267 -3.41468 -0.14950 0.4271
H 2.75332 -1.02802 0.39033 0.2500
H 4.93796 0.97256 0.66303 0.4786
H 5.12967 1.32330 3.09291 0.4080
H 3.18753 2.13278 4.38184 0.3872
H 0.86335 2.76095 4.50589 0.3393
H -1.31719 3.13825 3.42409 0.4102
H -1.58074 2.73328 0.98320 0.2722
O -0.12583 6.16128 -1.44027 -0.6859
C -0.01170 4.98565 -1.60336 0.9975
N 0.10479 3.81991 -1.80912 -0.2309
C -1.96537 3.10299 -4.79419 -1.0190
N -3.05951 3.08862 -3.81738 0.0991
C -3.23397 4.39495 -3.19306 -0.9456
C -3.19516 1.96542 -3.02088 -0.0532
S -3.23345 2.03969 -1.35449 -0.0246
N -3.30611 0.79502 -3.70279 0.4628
C -3.29369 -0.48835 -3.01386 -0.8497
C -3.78851 0.72841 -5.07179 -1.2007
H -1.06293 3.52055 -4.33482 0.2445
H -2.24271 3.71865 -5.65254 0.3682
H -1.73385 2.10215 -5.14356 0.3265
H -3.28114 5.13819 -3.99112 0.2905
H -2.41123 4.63862 -2.51890 0.2568
H -4.15954 4.41262 -2.62398 0.3756
H -2.79572 -0.40013 -2.05316 -0.5149
H -2.75715 -1.21589 -3.62601 0.4285
H -4.31577 -0.84025 -2.83959 0.5379
H -4.12960 1.70505 -5.40165 0.3718
H -4.62809 0.02968 -5.11434 0.3545
H -3.01636 0.36571 -5.75647 0.3107
C 0.08159 0.30753 -3.17340 -1.1573
C 0.04010 -0.37947 -1.80758 1.2530
O -0.11248 -1.63318 -1.81317 -0.9183
N 0.13866 0.28858 -0.66959 0.4822
Te -0.13467 -2.51395 0.90865 0.9887
C -0.21036 -3.33483 2.90907 -0.7369
C 0.77473 -2.97261 3.84054 1.1499
C 1.84514 -1.93417 3.56617 -1.0469
C 0.79401 -3.57568 5.10121 -0.9635
C -0.14011 -4.52430 5.47506 0.8407
C -0.08415 -5.19557 6.82431 -1.5571
C -1.12673 -4.86161 4.55336 -0.8999
C -1.17639 -4.29126 3.28659 1.2278
C -2.27592 -4.73362 2.35311 -1.3833
C -2.09045 -1.69625 1.00272 1.0221
C -2.39790 -0.73271 1.97489 0.6233
C -1.41557 -0.30289 3.03231 -1.3947
C -3.65657 -0.13297 1.96166 -0.8070
C -4.61268 -0.45356 1.01263 0.3917
C -5.95114 0.23637 0.98295 -1.6719
C -4.29544 -1.42268 0.07065 -0.4065
C -3.05307 -2.04859 0.04136 0.7200
C -2.79811 -3.08336 -1.02838 -2.0715
H 0.36317 -0.43135 -3.92307 0.2586
H 0.79770 1.13982 -3.21718 0.3557
H -0.90687 0.69587 -3.41781 -0.3798
H 1.65379 -1.37572 2.65202 -0.7546
H 2.82818 -2.40523 3.47231 0.5082
H 1.90399 -1.22281 4.39386 0.4027
H 1.56537 -3.28050 5.80820 0.2981
H 0.64822 -4.71357 7.47298 0.3471
H 0.19641 -6.24692 6.72296 0.3095
H -1.05570 -5.16389 7.32195 0.3515
H -1.87743 -5.59923 4.82564 0.3632
H -2.70488 -5.68087 2.68497 0.4362
H -1.88892 -4.85167 1.34078 0.1311
H -3.07615 -3.99031 2.30590 0.2601
H -0.45218 -0.05138 2.57994 -0.1445
H -1.23828 -1.10327 3.75344 0.3704
H -1.78762 0.57038 3.56910 0.4023
H -3.87897 0.62919 2.70332 0.2402
H -6.03947 0.95625 1.79729 0.3421
H -6.76852 -0.48297 1.07202 0.3907
H -6.08357 0.77557 0.04193 0.2873
H -5.03176 -1.68985 -0.68316 0.3945
H -3.60691 -3.07104 -1.76229 0.4651
H -2.75200 -4.08535 -0.59425 0.3610
H -1.85146 -2.89877 -1.53917 0.2100
```

2.
Here is C48H54Cl3GeN4O2PScSe2 as an isolated structure from the Open Molecules 2025 dataset. Energies are from the ωB97M-V functional and the def2-TZVPD basis.

Output
energy above the lowest of the compared OMol25 structures with the same formula, charge and spin = 0.0000 eV
calculated total energy = -315481.7622 eV
multiplicity = 2
HOMO (spin up / spin down) = -6.644 / -6.646 eV
⟨S²⟩ = 0.755
charge = 0

The geometry in XYZ format:
```
116
Properties=species:S:1:pos:R:3:mulliken_charge:R:1
Sc -0.96732 0.19893 -0.07322 0.6620
C 3.48941 2.64763 3.95027 -1.2960
C 3.40075 1.21093 3.43426 -0.6617
C 2.01329 0.82232 3.03411 1.3989
C 1.09308 0.12211 3.75092 1.2759
C 1.24540 -0.47945 5.11254 -1.2219
C 1.59830 -1.96733 5.05012 -0.9585
C -0.07720 -0.00744 2.90799 -0.4837
N 0.13923 0.61673 1.71530 -0.2606
C 1.39269 1.15219 1.77018 -0.5742
C 1.96006 1.92365 0.76747 -0.3128
C 1.37951 2.28475 -0.44409 -0.3173
C 2.04895 3.03915 -1.47818 1.1586
C 3.39243 3.68261 -1.33835 -0.1351
C 3.34734 4.95545 -0.49149 -1.3414
C 1.20734 3.06803 -2.55044 0.9492
C 0.01503 2.34874 -2.16108 -0.3348
C -1.09187 2.13611 -2.97554 -0.3783
C -2.26532 1.47305 -2.63498 -0.0698
N -2.50604 0.91129 -1.41576 -0.3853
C -3.75777 0.37388 -1.46544 0.1157
C -4.36485 -0.31899 -0.42475 -0.3730
C -3.83662 -0.58622 0.83082 0.2634
N -2.60343 -0.19071 1.26443 -0.3828
C -2.42015 -0.74642 2.49776 0.2061
C -1.25787 -0.65221 3.25480 -0.3968
C -3.59702 -1.50138 2.87640 0.7219
C -4.47833 -1.39507 1.84321 0.7466
C -5.85020 -1.97783 1.73406 -1.2078
C -6.95600 -0.93640 1.91391 -1.0420
C -3.78533 -2.23312 4.16614 -1.2369
C -4.46524 -1.38146 5.23700 -1.1636
C -4.34378 0.61190 -2.76581 0.8107
C -3.41375 1.28897 -3.49626 0.7443
C -3.53625 1.79924 -4.89690 -1.2209
C -4.14829 3.19946 -4.95949 -1.0706
C -5.72451 0.20599 -3.17119 -1.1684
C -6.80732 1.10756 -2.57408 -0.9973
N 0.14378 1.89613 -0.87727 -0.5658
C 1.45897 3.66126 -3.89870 -1.1663
C 2.02938 2.63604 -4.87977 -1.1313
H 4.51019 2.90240 4.23779 0.4207
H 2.84500 2.78428 4.81986 0.3260
H 3.16365 3.35863 3.18921 0.2142
H 3.75753 0.52064 4.20187 0.5432
H 4.07365 1.07826 2.58128 -0.4979
H 0.32362 -0.34159 5.68442 0.4796
H 2.01883 0.06202 5.66214 0.4719
H 0.84402 -2.52113 4.48768 0.1776
H 1.66777 -2.39977 6.04937 0.4641
H 2.54985 -2.11562 4.53861 0.1800
H 2.96705 2.28061 0.94551 0.4610
H 3.78667 3.91874 -2.32912 0.5624
H 4.09512 2.97190 -0.89241 -0.9063
H 2.66350 5.68329 -0.93065 0.3440
H 4.33357 5.41565 -0.41698 0.4316
H 2.99358 4.74455 0.51828 0.2138
H -1.03462 2.53632 -3.97976 0.2839
H -5.35129 -0.71816 -0.62466 0.4731
H -1.27337 -1.13347 4.22423 0.2877
H -5.96606 -2.76211 2.48523 0.3322
H -5.96023 -2.47210 0.76416 0.3445
H -6.89122 -0.47038 2.89806 0.2618
H -7.94237 -1.39103 1.81612 0.4121
H -6.87382 -0.14044 1.17242 0.1819
H -2.81880 -2.58309 4.53549 0.3866
H -4.37347 -3.13562 3.98279 0.4547
H -3.88754 -0.47832 5.44042 0.3060
H -4.57277 -1.93492 6.17057 0.4036
H -5.45893 -1.06839 4.91256 0.2290
H -4.14373 1.10470 -5.48228 0.4506
H -2.55317 1.80812 -5.37317 0.4154
H -5.16140 3.19618 -4.55563 0.2205
H -4.19331 3.56911 -5.98435 0.3991
H -3.56185 3.90318 -4.36672 0.2885
H -5.90351 -0.83068 -2.87203 0.4004
H -5.79823 0.22291 -4.26088 0.3129
H -6.76428 1.10373 -1.48419 0.1790
H -7.80251 0.78110 -2.87687 0.3946
H -6.67293 2.13966 -2.89994 0.2454
H 2.14863 4.50329 -3.80441 0.4790
H 0.53352 4.08049 -4.30106 0.4739
H 2.99907 2.27209 -4.53607 0.2650
H 2.16031 3.06866 -5.87218 0.4122
H 1.36824 1.77238 -4.96744 0.2661
Se 2.08136 -2.73744 1.50058 -0.1439
P 3.02997 -2.11398 -0.26648 0.0693
Se 1.71923 -0.92814 -1.61243 0.0124
C 3.71268 -3.49332 -1.23213 1.0048
C 3.95285 -3.38136 -2.59669 -0.5555
C 4.51184 -4.44120 -3.29319 -0.6759
C 4.83577 -5.61606 -2.63041 -0.4753
C 4.59612 -5.73201 -1.26871 -0.6368
C 4.03248 -4.67606 -0.56999 -0.4369
C 4.45262 -1.01402 0.03206 0.8599
C 4.66398 0.17986 -0.64396 -0.3922
C 5.78353 0.95128 -0.36236 -0.6621
C 6.69102 0.53691 0.60026 -0.6463
C 6.47889 -0.65324 1.28430 -0.7486
C 5.36452 -1.42478 1.00259 -0.6539
H 3.68590 -2.47385 -3.12420 0.3413
H 4.68707 -4.35033 -4.35707 0.4018
H 5.26605 -6.44431 -3.17820 0.3844
H 4.83693 -6.65039 -0.75001 0.4019
H 3.80918 -4.77154 0.48521 0.3105
H 3.95766 0.52652 -1.39016 0.3483
H 5.94706 1.87773 -0.89804 0.5435
H 7.56206 1.14075 0.81938 0.4282
H 7.18073 -0.97911 2.04079 0.3987
H 5.18462 -2.34088 1.55353 0.4070
Cl -3.33882 -3.89905 -0.99466 -0.2789
Ge -1.38503 -3.87658 -0.15723 0.5114
Cl -1.40694 -4.88594 1.70750 -0.2921
Cl -0.07817 -4.80470 -1.53907 -0.2438
O -0.86122 -2.25608 0.23833 0.4009
O -0.89840 -1.55484 -1.04572 -0.6261
```